Formula: C51H79ClN4O27PS2
Source: the OMol25 dataset
Level of theory: the ωB97M-V functional and the def2-TZVPD basis

Geometry as XYZ:
```
165
Properties=species:S:1:pos:R:3:forces:R:3:lowdin_charge:R:1
C 5.01395 4.71434 -0.53375 -0.4 -0.3 0.7 0.125
C 5.55470 4.80089 -1.58915 0.1 0.3 -0.3 -0.162
C 6.23161 4.87804 -2.85825 0.3 -0.4 -0.3 -0.188
C 5.93301 3.63960 -3.73072 -0.1 0.4 -0.2 -0.165
C 5.35478 3.98547 -5.10779 0.4 -0.4 -0.1 -0.138
C 3.95575 3.42760 -5.33794 0.4 -0.6 -0.6 -0.439
C 4.14470 1.88084 -5.41809 -0.6 0.2 0.2 -0.112
C 2.98688 0.92833 -5.16618 0.0 -0.6 0.0 -0.233
C 3.51453 -0.46868 -4.76292 -0.4 0.5 0.1 -0.450
S 3.09172 -0.97176 -3.08015 0.5 -0.1 0.0 0.956
C 1.38460 -1.23524 -2.98719 -0.3 -0.1 -0.2 -1.091
S 0.79272 -1.71881 -1.56977 0.0 0.0 0.4 0.842
N 0.52870 -0.98357 -4.07736 0.0 0.2 -0.1 -0.122
C 0.66681 -1.25856 -5.42338 0.3 0.0 0.1 -0.094
C -0.44151 -0.78869 -6.02541 -0.1 0.0 0.0 -0.140
N -1.29184 -0.22530 -5.10612 0.1 0.2 0.5 0.074
C -0.69389 -0.36437 -3.95084 -0.3 0.0 -0.7 -0.176
C 3.09054 3.92867 -4.18395 -0.3 0.4 -0.2 -0.032
N 1.77083 4.60292 -4.58480 -0.7 -0.3 0.4 -0.175
C 0.80332 4.39428 -3.40611 0.2 0.5 -0.2 -0.151
C -0.51678 5.16757 -3.48826 -0.1 -0.2 0.7 -0.702
C -1.71955 4.27258 -3.52705 0.0 0.0 -0.5 -0.107
Cl -0.65140 6.17857 -2.01464 -0.1 0.3 0.1 0.697
P 2.15213 6.35253 -4.78479 1.8 0.5 -0.9 0.454
O 3.48493 6.59079 -5.30708 -0.2 -0.2 0.0 -0.171
O 1.03121 7.01970 -5.65561 -0.6 -0.4 0.0 -0.049
O 1.95954 6.80958 -3.30971 -0.5 0.3 0.2 -0.090
C 1.15542 3.94699 -5.79097 0.5 -0.5 -0.2 -0.089
C 2.10145 3.78289 -6.97077 0.6 0.4 -0.2 -0.151
N 3.49796 3.96798 -6.61039 -0.6 0.3 0.5 0.016
H 4.56392 4.53560 0.40412 -0.2 0.1 0.3 0.027
H 5.96187 5.78633 -3.38086 -0.1 0.3 -0.1 0.113
H 7.29501 4.92524 -2.66250 0.3 0.2 0.0 0.122
H 5.26266 2.99684 -3.17778 -0.2 -0.2 0.2 0.101
H 6.82956 3.05748 -3.86368 0.4 -0.2 0.0 0.116
H 5.36639 5.04800 -5.29987 -0.2 0.3 0.0 0.106
H 5.98185 3.53437 -5.86745 0.2 -0.1 -0.3 0.124
H 4.96968 1.56999 -4.79061 0.2 0.1 0.3 0.105
H 4.45470 1.69083 -6.43633 0.4 0.0 -0.3 0.130
H 2.30341 1.25144 -4.39248 -0.2 0.3 0.3 0.081
H 2.39635 0.80001 -6.06020 -0.3 0.1 -0.4 0.098
H 3.21868 -1.24950 -5.44059 0.1 -0.1 -0.3 0.051
H 4.59464 -0.43150 -4.76390 0.3 -0.3 0.1 0.073
H 1.51218 -1.74485 -5.84014 0.2 -0.4 -0.1 0.104
H -0.65006 -0.83636 -7.07265 -0.3 0.0 -0.3 0.100
H -1.08011 -0.03666 -3.00974 0.0 0.0 0.4 0.110
H 2.85575 3.16959 -3.45824 -0.3 -0.4 0.1 0.136
H 3.62549 4.69765 -3.65165 0.2 0.2 0.3 0.109
H 1.33756 4.69398 -2.52142 0.3 0.1 0.2 0.105
H 0.62935 3.33361 -3.31840 -0.1 -0.4 -0.3 0.131
H -0.58388 5.81976 -4.34457 0.2 0.4 0.0 0.073
H -1.65037 3.47054 -2.81434 -0.1 -0.3 0.4 0.089
H -1.78504 3.87030 -4.52710 -0.2 -0.5 -0.3 0.090
H -2.61128 4.85211 -3.36691 -0.4 0.1 0.1 0.064
H 0.36761 6.44781 -6.05559 -0.1 0.2 -0.2 0.085
H 1.86236 7.77413 -3.29383 0.0 0.1 0.5 0.130
H 0.81275 2.97935 -5.45882 -0.1 -0.3 0.3 0.128
H 0.27083 4.47771 -6.11193 -0.3 0.2 0.2 0.121
H 1.85957 4.55159 -7.69282 0.0 0.2 -0.4 0.120
H 1.92377 2.83099 -7.46309 -0.4 -0.3 0.1 0.122
H 4.09849 3.63475 -7.34716 0.1 0.1 -0.2 0.133
C 2.47678 -4.34295 2.01439 0.3 -0.2 0.0 -0.011
C 2.87478 -3.10708 2.77675 -0.1 -0.4 -0.3 -0.320
C 2.78816 -1.82156 1.99284 -0.1 0.1 0.1 -0.091
O 3.78658 -1.01446 2.64200 0.0 0.0 -0.1 0.066
C 4.70732 -1.84606 3.17211 0.0 -0.2 0.0 -0.563
O 5.75149 -1.49296 3.61830 0.1 0.0 0.0 0.147
O 4.28316 -3.13217 3.12491 -0.2 0.3 0.1 0.079
H 2.68381 -5.23782 2.60092 -0.1 0.0 0.1 0.085
H 1.41432 -4.31154 1.77801 0.0 0.1 0.0 0.078
H 3.04707 -4.42114 1.08785 0.0 0.1 0.0 0.093
H 2.30514 -3.04134 3.70802 0.0 0.1 0.0 0.153
H 1.81249 -1.34850 2.04831 0.0 0.1 0.1 0.130
H 3.06857 -1.94699 0.94506 0.0 -0.1 0.0 0.125
C -3.67272 -5.47632 -0.42317 0.6 -0.4 -0.3 -0.021
C -3.24231 -4.21849 0.26871 -0.1 -0.1 -0.1 -0.307
C -3.37609 -2.94824 -0.53991 0.0 0.1 0.1 -0.069
O -2.33680 -2.12027 0.02775 -0.1 0.0 -0.1 0.051
C -1.39166 -2.94274 0.52025 0.0 0.0 0.1 -0.622
O -0.31170 -2.57857 0.88725 0.0 0.0 0.2 0.039
O -1.81025 -4.21149 0.53320 -0.1 -0.1 0.1 0.097
H -3.42821 -6.34777 0.18304 -0.1 0.0 0.1 0.096
H -4.73992 -5.45778 -0.59211 -0.1 0.0 0.0 0.065
H -3.15931 -5.59655 -1.38029 0.0 0.1 0.0 0.092
H -3.75431 -4.12288 1.22665 0.0 0.1 0.0 0.155
H -4.34505 -2.46981 -0.43793 0.0 0.1 0.1 0.129
H -3.15270 -3.10142 -1.59825 0.0 -0.1 0.0 0.140
C 3.55904 -3.34074 7.20616 -0.3 0.2 -0.1 -0.009
C 3.28985 -4.76820 7.59351 0.1 0.1 -0.1 -0.313
C 3.82057 -5.81175 6.63408 0.0 -0.1 0.1 -0.078
O 2.90098 -6.89750 6.83564 0.1 0.1 -0.1 0.055
C 1.72517 -6.37020 7.25071 0.0 0.0 0.1 -0.581
O 0.70871 -6.97877 7.34156 0.0 0.0 0.0 0.156
O 1.87327 -5.06234 7.55849 0.1 0.0 0.0 0.085
H 3.03577 -2.65686 7.87313 0.1 0.0 0.1 0.093
H 4.62492 -3.12073 7.24942 0.0 -0.1 0.0 0.088
H 3.19794 -3.13738 6.19603 0.1 -0.1 -0.1 0.076
H 3.64321 -4.96349 8.60887 0.0 -0.1 0.0 0.150
H 4.83629 -6.12707 6.85450 -0.1 -0.2 0.1 0.142
H 3.75542 -5.49088 5.59122 0.0 0.1 0.0 0.131
C -8.26989 -1.32612 -1.95863 0.4 0.1 0.1 -0.015
C -8.32787 -2.67858 -1.29930 -0.1 0.2 0.0 -0.309
C -9.09256 -2.73237 0.00551 0.1 -0.3 0.0 -0.078
O -8.43736 -3.83145 0.68017 -0.2 0.1 0.0 0.087
C -7.18398 -3.90774 0.22000 0.0 0.0 0.0 -0.560
O -6.31929 -4.58346 0.68877 -0.1 0.1 0.1 0.147
O -7.01598 -3.11022 -0.86215 -0.1 0.0 -0.1 0.070
H -7.60097 -1.34697 -2.81871 -0.1 0.0 -0.1 0.087
H -9.26224 -1.02910 -2.29510 0.0 0.0 0.0 0.084
H -7.89324 -0.57461 -1.26485 -0.1 0.0 0.1 0.096
H -8.70050 -3.42759 -2.00332 0.0 -0.1 0.0 0.160
H -10.15074 -2.93811 -0.11527 0.0 -0.1 0.1 0.135
H -8.96843 -1.83472 0.60274 0.0 0.1 0.0 0.123
C -3.20338 9.17106 -4.79263 0.2 -0.2 0.2 -0.020
C -4.20107 8.19334 -5.35593 0.1 0.2 0.2 -0.323
C -5.56353 8.20539 -4.69756 -0.1 0.0 -0.1 -0.080
O -6.00701 6.85591 -4.90704 0.0 0.1 0.1 0.076
C -4.91810 6.06836 -5.00451 -0.1 0.1 0.0 -0.569
O -4.93385 4.88197 -4.99501 0.2 -0.1 0.0 0.166
O -3.79177 6.82620 -5.11107 0.0 0.1 -0.1 0.054
H -2.21951 9.01328 -5.23429 0.0 0.1 -0.1 0.080
H -3.51521 10.19369 -4.99932 0.0 0.0 0.0 0.096
H -3.10314 9.04155 -3.71445 -0.1 0.0 0.0 0.090
H -4.29039 8.32109 -6.43760 -0.1 -0.1 0.0 0.159
H -6.25862 8.90722 -5.14882 -0.1 -0.1 -0.1 0.143
H -5.50620 8.38890 -3.62284 0.1 0.0 0.0 0.142
C 6.99925 -0.78009 6.38361 0.0 -0.2 0.3 -0.028
C 7.53935 0.39079 7.15836 0.0 -0.2 -0.1 -0.324
C 9.03600 0.59816 7.06664 0.0 0.1 0.0 -0.095
O 9.32772 1.24765 8.31136 0.1 -0.1 -0.1 0.059
C 8.38435 0.86597 9.20905 0.0 0.0 0.0 -0.567
O 8.43550 1.08038 10.37388 0.0 0.0 0.1 0.170
O 7.38071 0.20787 8.58106 0.0 0.1 -0.1 0.083
H 5.94337 -0.92845 6.60592 0.0 0.1 -0.1 0.079
H 7.10684 -0.62146 5.31468 0.0 0.0 0.0 0.070
H 7.52019 -1.69935 6.65631 0.1 0.0 0.0 0.096
H 7.00458 1.30458 6.88374 0.0 0.1 0.0 0.158
H 9.33819 1.22634 6.23312 0.0 0.1 0.1 0.136
H 9.58351 -0.34613 7.02911 -0.1 -0.1 0.0 0.138
C -13.97814 -1.48958 -2.60619 0.3 -0.2 0.0 -0.020
C -13.48685 -0.58943 -1.50438 -0.1 0.0 -0.2 -0.320
C -12.91933 0.74202 -1.95020 0.0 0.1 0.1 -0.083
O -11.97941 1.03435 -0.90215 0.0 0.0 -0.1 0.072
C -11.57566 -0.13830 -0.37305 -0.1 0.0 0.0 -0.566
O -10.67078 -0.26703 0.38864 0.0 0.1 0.0 0.153
O -12.33772 -1.15586 -0.83256 -0.1 0.0 0.0 0.076
H -14.24893 -2.46639 -2.20901 -0.1 0.0 0.0 0.090
H -14.85251 -1.05504 -3.08864 0.0 0.0 0.0 0.094
H -13.19992 -1.64441 -3.35442 0.0 0.1 0.0 0.090
H -14.26770 -0.44646 -0.75378 0.0 0.0 0.1 0.161
H -13.66207 1.53088 -2.02327 0.1 0.1 0.1 0.140
H -12.37357 0.66627 -2.89321 0.0 -0.1 0.0 0.138
C 2.44044 -8.44014 10.35929 0.0 0.3 -0.3 -0.015
C 3.70154 -8.10089 11.10371 -0.2 -0.1 0.0 -0.324
C 3.52177 -7.56050 12.50589 0.1 0.0 0.0 -0.086
O 4.68656 -6.73334 12.66019 -0.1 0.0 0.0 0.067
C 5.06398 -6.31593 11.42970 0.0 0.0 0.0 -0.570
O 5.87234 -5.47502 11.21224 0.0 0.1 0.0 0.166
O 4.38157 -6.99303 10.47380 0.0 -0.1 0.0 0.066
H 2.67717 -8.68624 9.32468 0.0 -0.1 0.0 0.088
H 1.92561 -9.28597 10.81272 0.1 0.0 0.0 0.094
H 1.76584 -7.58292 10.34309 0.0 0.0 0.0 0.093
H 4.38652 -8.95302 11.10479 0.1 0.0 0.0 0.159
H 3.49869 -8.33174 13.27046 0.2 0.0 0.1 0.138
H 2.63550 -6.92904 12.59765 0.0 0.0 -0.1 0.140
```
Positions in Å, forces in eV/Å.

electronic energy = -158889.234 eV
charge = +1
HOMO-LUMO gap = 8.37 eV

=====

Formula: C18H27N3O12S3
Source: the OMol25 dataset
Level of theory: the ωB97M-V functional and the def2-TZVPD basis

Geometry as XYZ:
```
63
Properties=species:S:1:pos:R:3:forces:R:3:lowdin_charge:R:1
C -1.32719 -10.21891 -20.47038 0.4 -0.5 -0.2 -0.190
C -1.78639 -9.84945 -21.89870 -0.3 -0.4 0.7 -0.174
O -1.59328 -8.44403 -22.07718 0.8 0.6 1.1 -0.199
S -0.73364 -7.82643 -20.81222 -0.3 -1.5 0.0 0.681
O -1.34406 -6.60599 -20.41300 0.5 -0.5 -0.2 -0.217
O 0.68026 -7.96694 -21.05299 -1.5 0.3 0.1 -0.231
O -1.18688 -9.00700 -19.76000 0.4 1.7 -0.6 -0.195
H -0.38548 -10.77174 -20.50304 0.0 0.1 0.2 0.129
H -2.08165 -10.77812 -19.92239 0.1 -0.2 -0.2 0.128
H -2.85117 -10.07661 -21.90122 -0.1 0.3 -0.7 0.118
H -1.23063 -10.40589 -22.64644 -0.1 0.0 -0.1 0.124
C -10.30032 -10.72100 -27.43574 -1.1 -1.0 0.4 -0.185
C -11.46517 -10.13831 -28.24639 0.4 0.2 2.3 -0.166
O -10.80662 -9.33266 -29.18991 0.5 0.8 -1.7 -0.189
S -9.38831 -8.74968 -28.69517 -0.6 -0.3 1.2 0.631
O -9.47049 -7.34125 -28.45867 -0.3 -1.1 0.2 -0.222
O -8.29549 -9.21981 -29.46911 -0.4 -0.4 -0.3 -0.223
O -9.45421 -9.60155 -27.30208 1.0 1.1 -0.6 -0.201
H -9.84669 -11.62857 -27.84443 0.4 0.5 -0.5 0.133
H -10.60059 -11.00607 -26.42600 -0.1 0.2 0.0 0.136
H -11.95764 -9.48667 -27.51166 -0.3 0.1 -0.4 0.134
H -12.20373 -10.82009 -28.65143 0.4 -0.1 -0.6 0.137
C -3.34944 -14.10070 -29.65820 0.0 -1.3 -0.3 -0.150
C -4.82992 -14.44927 -29.94260 0.3 1.1 -1.1 -0.181
O -5.44054 -14.23146 -28.68746 -1.1 -1.0 0.9 -0.200
S -4.51805 -14.94854 -27.56657 0.1 1.4 -0.5 0.644
O -4.46408 -16.35688 -27.71574 0.0 -0.1 -0.5 -0.207
O -4.84500 -14.42236 -26.27791 0.6 0.2 -1.2 -0.223
O -3.20349 -14.26568 -28.25396 0.0 -0.2 1.9 -0.211
H -3.10147 -13.08339 -29.95216 0.0 0.0 0.3 0.131
H -2.64272 -14.81227 -30.08952 -0.2 0.2 -0.4 0.131
H -5.06797 -15.41095 -30.39544 0.4 -0.3 0.6 0.129
H -5.22665 -13.71650 -30.64660 -0.2 0.1 0.3 0.131
N -3.43191 -12.97720 -23.61127 0.5 0.1 1.1 0.030
C -2.09630 -13.28014 -23.69131 -0.3 0.4 -1.4 -0.153
C -1.66142 -13.80583 -22.51586 0.1 0.8 0.3 -0.107
C -2.75201 -13.66318 -21.62406 -0.6 -0.3 1.1 -0.135
C -3.84301 -13.20362 -22.30562 0.4 0.8 -0.9 -0.125
H -3.88337 -12.33548 -24.23811 -0.3 -0.3 -0.2 0.088
H -1.59611 -12.97132 -24.59825 0.2 -0.5 0.0 0.114
H -0.65622 -14.09385 -22.26279 0.0 -0.1 -0.1 0.093
H -2.74065 -13.76928 -20.54786 0.0 -0.5 -0.1 0.092
H -4.81783 -12.86698 -21.99776 0.0 -0.3 0.2 0.106
N -5.37151 -8.98174 -25.76593 0.6 -1.1 -0.8 0.029
C -6.02938 -9.35572 -26.90511 -1.3 0.0 0.3 -0.147
C -5.75136 -10.66560 -27.20454 0.5 0.9 0.0 -0.076
C -4.74379 -11.06981 -26.28064 -0.4 -0.3 -0.1 -0.107
C -4.54283 -10.03233 -25.41344 -0.1 0.7 0.6 -0.132
H -5.50166 -8.10503 -25.29554 0.1 0.0 0.1 0.125
H -6.82179 -8.73328 -27.28802 0.2 0.1 -0.2 0.087
H -6.20959 -11.19003 -28.02515 0.2 -0.2 0.0 0.093
H -4.31030 -12.05530 -26.24129 0.2 0.1 0.0 0.061
H -3.92358 -9.93346 -24.53569 0.1 -0.1 -0.1 0.097
N -5.85980 -5.68027 -26.53574 0.1 0.0 -0.3 -0.008
C -5.26900 -5.17608 -25.42157 0.7 0.6 0.5 -0.166
C -5.90250 -4.00848 -25.06332 -0.5 -0.4 -0.9 -0.092
C -6.93842 -3.83222 -26.03572 -0.5 0.4 -0.2 -0.114
C -6.87189 -4.84335 -26.95007 0.9 -0.8 0.1 -0.125
H -5.48821 -6.45474 -27.05657 -0.1 0.0 -0.1 0.127
H -4.32447 -5.56365 -25.06935 -0.2 -0.2 0.1 0.107
H -5.60995 -3.30706 -24.30371 -0.1 -0.1 0.2 0.088
H -7.71069 -3.08040 -26.10382 0.3 0.2 0.2 0.090
H -7.29345 -5.05383 -27.91848 -0.6 0.2 0.2 0.108
```
Positions in Å, forces in eV/Å.

electronic energy = -80645.166 eV
HOMO-LUMO gap = 8.63 eV
SMILES = O=S1(=O)OCCO1.O=S1(=O)OCCO1.O=S1(=O)OCCO1.c1cc[nH]c1.c1cc[nH]c1.c1cc[nH]c1

=====

Formula: C3H9BF5N2O2S
Source: the OMol25 dataset
Level of theory: the ωB97M-V functional and the def2-TZVPD basis

Geometry as XYZ:
```
23
Properties=species:S:1:pos:R:3:forces:R:3:lowdin_charge:R:1
C 1.91734 0.16359 -0.40614 0.4 0.5 -0.3 -0.087
C 1.38368 1.19720 -1.39230 0.2 -0.3 0.2 -0.238
N -0.08665 1.14457 -1.57733 0.8 0.4 -0.1 -0.066
N -0.69061 0.03376 -0.97551 -0.7 -0.5 -0.3 -0.321
C -1.62250 0.28683 0.13258 0.5 -0.2 0.5 -0.036
S -1.26442 -0.93962 -2.18538 0.8 0.9 -0.5 0.601
O -2.42808 -0.44514 -2.84328 -0.3 -0.2 0.3 -0.264
O -0.17290 -1.39116 -2.98065 -0.2 0.0 0.3 -0.254
F -1.69322 -2.11771 -1.26813 -0.2 -0.3 0.0 -0.131
H 2.90714 0.48919 -0.08177 0.1 -0.1 0.0 0.075
H 2.03151 -0.79850 -0.89579 -0.2 -0.2 0.2 0.072
H 1.31266 0.08903 0.48814 -0.1 -0.2 0.1 0.049
H 1.87025 1.05986 -2.35858 -0.1 0.0 -0.1 0.094
H 1.67439 2.18928 -1.04313 -0.3 0.2 0.0 0.100
H -0.48859 2.00120 -1.22947 -0.4 -0.1 0.0 0.107
H -2.42166 -0.44604 0.12839 -0.1 0.1 -0.1 0.084
H -2.03173 1.29570 0.08961 -0.1 0.0 -0.2 0.090
H -1.09614 0.15770 1.07910 0.0 0.1 0.0 0.070
B 0.18326 -0.80110 3.47377 0.0 0.0 0.1 -1.244
F -0.84781 0.11033 3.12409 -0.1 0.1 0.1 0.055
F 0.81531 -0.36820 4.64801 0.0 0.0 0.0 0.084
F -0.36643 -2.07713 3.66107 0.0 0.0 0.0 0.086
F 1.11521 -0.83365 2.41268 0.0 0.0 0.0 0.074
```
Positions in Å, forces in eV/Å.

electronic energy = -35438.714 eV
charge = -1
HOMO-LUMO gap = 9.70 eV